A gas-phase ion, C11H20IN2 (charge +1), computed with ωB97M-V/def2-TZVPD.

The net charge is +1. The value obtained for the total energy is -22805.7545 eV. Its SMILES is C=C1N2CC[NH2+]CCCC[C@@]1(I)CC2.

Element x y z (Å)
I -3.82 -0.21 0.96
N 1.87 0.39 0.00
N -0.09 -0.94 -1.04
C 1.17 -1.64 -1.14
C 2.00 1.11 1.30
C -1.02 -1.17 0.00
C -0.82 -0.52 -2.23
C -0.98 -2.10 0.93
C 2.10 -1.07 -0.04
C -1.97 0.00 -0.17
C -0.55 1.33 1.55
C -1.28 1.33 0.20
C 0.81 2.05 1.52
C -2.19 -0.07 -1.69
H -0.93 -1.35 -2.94
H -0.60 1.59 -0.62
H -0.40 0.30 1.89
H 2.42 0.86 -0.72
H 0.80 2.83 0.75
H -0.25 -2.89 0.94
H -0.29 0.29 -2.74
H 3.15 -1.31 -0.23
H 1.81 -1.49 0.92
H 1.08 -2.73 -1.02
H 0.85 0.39 -0.31
H -1.19 1.81 2.29
H 2.94 1.67 1.32
H 0.98 2.55 2.47
H 2.02 0.37 2.10
H -2.96 -0.80 -1.93
H 1.58 -1.45 -2.13
H -2.04 2.11 0.20
H -2.50 0.89 -2.11
H -1.72 -2.14 1.71